--- a ---
The following is a DFT calculation (the ωB97M-V functional and the def2-TZVPD basis) of a structure of composition C3H6O2.

```
11
C3H6O2 (the ωB97M-V functional and the def2-TZVPD basis)
C 0.997 -0.973 0.575
O 0.751 0.284 0.823
C -0.138 0.987 0.115
C -1.468 0.461 -0.160
O -2.356 1.112 -0.671
H 0.203 -1.633 0.238
H 1.156 -0.497 -1.149
H 1.822 -1.371 1.156
H 0.696 0.167 -1.333
H -0.018 2.056 0.249
H -1.643 -0.592 0.157
```

Output
- E_LUMO (spin up / spin down) (Eh) = -0.015 / -0.015
- orbital gap (spin up / spin down) (Eh) = 0.3077 / 0.3077
- HOMO level (spin up / spin down) (eV) = -8.7914 / -8.7918

natural (NBO) atomic charge list, values in e, 6 entries: number 1, C, carries -0.0563; number 2, O, carries -0.3611; number 3, C, carries -0.0722; number 4, C, carries 0.3274; number 5, O, carries -0.5354; number 6, H, carries 0.1777


--- b ---
The following is a DFT calculation (the ωB97M-V functional and the def2-TZVPD basis) of a cluster of 2 separate species, C3H6O2 in total.

```
11
C3H6O2 (the ωB97M-V functional and the def2-TZVPD basis)
C -0.626 -0.368 0.975
C 0.652 -0.593 0.665
C 1.503 0.494 0.135
O 2.701 0.420 0.000
H -1.282 -1.148 1.350
H -1.075 0.616 0.859
H 1.121 -1.565 0.794
H 0.949 1.417 -0.159
O -1.663 0.076 -1.656
H -1.550 1.018 -1.483
H -0.793 -0.301 -1.476
```

Output
- structure (SMILES) = C=CC=O.O
- E_LUMO (Eh) = 0.001
- orbital gap (Eh) = 0.3791
- HOMO level (eV) = -10.2934

natural (NBO) atomic charge list, values in e, 6 entries: number 1, C, carries -0.2859; number 2, C, carries -0.3430; number 3, C, carries 0.3884; number 4, O, carries -0.5037; number 5, H, carries 0.2159; number 6, H, carries 0.1968


--- c ---
The following is a DFT calculation (the ωB97M-V functional and the def2-TZVPD basis) of a cluster of 2 separate species, C3H6O2 in total.

```
11
C3H6O2 (the ωB97M-V functional and the def2-TZVPD basis)
C -0.536 -0.638 1.121
C 0.791 -0.630 0.981
C 1.436 0.336 0.070
O 2.631 0.417 -0.112
H -1.038 -1.335 1.786
H -1.163 0.043 0.547
H 1.447 -1.313 1.514
H 0.726 1.007 -0.463
O -1.708 0.603 -1.555
H -1.528 1.481 -1.911
H -1.059 0.028 -1.979
```

Output
- structure (SMILES) = C=CC=O.O
- E_LUMO (Eh) = 0.013
- orbital gap (Eh) = 0.3783
- HOMO level (eV) = -9.9337

natural (NBO) atomic charge list, values in e, 6 entries: number 1, C, carries -0.3071; number 2, C, carries -0.3218; number 3, C, carries 0.3886; number 4, O, carries -0.5189; number 5, H, carries 0.2036; number 6, H, carries 0.2258


It is c that is the most stable of them.


--- a ---
The following is a DFT calculation (the ωB97M-V functional and the def2-TZVPD basis) of the molecule C3H6O2.

```
11
C3H6O2 (the ωB97M-V functional and the def2-TZVPD basis)
C -0.667 1.293 -0.237
C -0.428 0.442 0.895
O 0.767 -0.044 0.664
C 0.720 -0.929 -0.282
O -0.271 -1.007 -1.104
H -1.689 1.812 -0.045
H 0.272 1.940 -0.065
H -0.596 1.036 -1.361
H -0.268 0.833 1.947
H -0.979 -0.419 1.095
H 1.544 -1.627 -0.305
```

Output
- structure (SMILES) = CCOC=O
- E_LUMO (Eh) = 0.034
- orbital gap (Eh) = 0.4030
- HOMO level (eV) = -10.0512

natural (NBO) atomic charge list, values in e, 6 entries: number 1, C, carries -0.6483; number 2, C, carries -0.0922; number 3, O, carries -0.4677; number 4, C, carries 0.6147; number 5, O, carries -0.6170; number 6, H, carries 0.2127


--- b ---
The following is a DFT calculation (the ωB97M-V functional and the def2-TZVPD basis) of the molecule C3H6O2.

```
11
C3H6O2 (the ωB97M-V functional and the def2-TZVPD basis)
C 1.254 0.528 -0.335
C 0.389 -0.407 0.554
O -0.667 -0.947 -0.205
C -1.804 -0.240 -0.221
O -1.945 0.882 0.210
H 2.046 1.031 0.278
H 1.775 -0.115 -1.074
H 0.588 1.284 -0.780
H 0.957 -1.289 0.853
H 0.008 0.086 1.479
H -2.602 -0.813 -0.758
```

Output
- structure (SMILES) = CCOC=O
- E_LUMO (Eh) = 0.036
- orbital gap (Eh) = 0.4330
- HOMO level (eV) = -10.7911

natural (NBO) atomic charge list, values in e, 6 entries: number 1, C, carries -0.6369; number 2, C, carries -0.0845; number 3, O, carries -0.5017; number 4, C, carries 0.6447; number 5, O, carries -0.5884; number 6, H, carries 0.2171


It is b that is the most stable of them.


--- a ---
The following is a DFT calculation (the ωB97M-V functional and the def2-TZVPD basis) of the molecule C3H6O2.

```
11
C3H6O2 (the ωB97M-V functional and the def2-TZVPD basis)
C -1.420 -0.452 0.023
O -0.192 -1.260 0.014
C 0.895 -0.624 -0.047
C 0.930 0.853 -0.016
O 1.937 -1.329 -0.026
H -2.197 -1.362 -0.091
H -1.486 0.008 0.817
H -1.592 0.242 -0.883
H 0.449 1.465 -0.853
H 0.682 1.227 0.964
H 1.993 1.231 0.098
```

Output
- structure (SMILES) = COC(C)=O
- E_LUMO (Eh) = 0.025
- orbital gap (Eh) = 0.3877
- HOMO level (eV) = -9.8577

natural (NBO) atomic charge list, values in e, 6 entries: number 1, C, carries -0.2306; number 2, O, carries -0.4582; number 3, C, carries 0.7654; number 4, C, carries -0.7787; number 5, O, carries -0.6016; number 6, H, carries 0.2094


--- b ---
The following is a DFT calculation (the ωB97M-V functional and the def2-TZVPD basis) of the molecule C3H6O2.

```
11
C3H6O2 (the ωB97M-V functional and the def2-TZVPD basis)
C 0.251 -0.729 -1.412
C -0.214 -0.408 -0.019
O -0.787 -1.288 0.641
C 0.080 0.912 0.686
O -0.796 1.109 1.738
H 1.463 -0.734 -1.453
H -0.076 0.267 -2.087
H -0.317 -1.892 -1.621
H 1.145 0.815 1.137
H 0.040 1.859 0.078
H -0.789 0.088 2.313
```

Output
- structure (SMILES) = CC(=O)CO
- E_LUMO (Eh) = 0.025
- orbital gap (Eh) = 0.3918
- HOMO level (eV) = -9.9849

natural (NBO) atomic charge list, values in e, 6 entries: number 1, C, carries -0.7377; number 2, C, carries 0.5319; number 3, O, carries -0.5666; number 4, C, carries -0.1655; number 5, O, carries -0.7021; number 6, H, carries 0.2545


It is a that is the most stable of them.


--- a ---
The following is a DFT calculation (the ωB97M-V functional and the def2-TZVPD basis) of a cluster of 2 separate species, C3H6O2 in total.

```
11
C3H6O2 (the ωB97M-V functional and the def2-TZVPD basis)
O -1.825 0.642 -1.049
C -1.024 0.764 -0.146
C -0.085 -0.255 0.292
C 1.169 -0.765 0.859
O 0.467 -1.392 -0.237
H -0.976 1.608 0.563
H -1.153 -0.343 0.928
H 1.044 -1.255 1.823
H 2.199 -0.467 0.632
H -0.130 0.797 -1.977
H 0.593 0.781 -1.803
```

Output
- structure (SMILES) = O=C[C@@H]1CO1.[H][H]
- E_LUMO (Eh) = 0.025
- orbital gap (Eh) = 0.3884
- HOMO level (eV) = -9.8762

natural (NBO) atomic charge list, values in e, 6 entries: number 1, O, carries -0.5779; number 2, C, carries 0.3331; number 3, C, carries 0.0266; number 4, C, carries -0.0950; number 5, O, carries -0.4430; number 6, H, carries 0.1497


--- b ---
The following is a DFT calculation (the ωB97M-V functional and the def2-TZVPD basis) of a cluster of 2 separate species, C3H6O2 in total.

```
11
C3H6O2 (the ωB97M-V functional and the def2-TZVPD basis)
C 1.113 -0.695 -0.435
C 0.584 -1.033 0.742
C -0.786 -0.609 1.092
O -1.351 -0.889 2.126
H 2.116 -0.997 -0.720
H 0.562 -0.074 -1.141
H 1.116 -1.625 1.483
H -1.286 0.012 0.315
O -0.406 1.903 -1.433
H -1.349 1.840 -1.627
H -0.364 2.146 -0.500
```

Output
- structure (SMILES) = C=CC=O.O
- E_LUMO (Eh) = 0.012
- orbital gap (Eh) = 0.3789
- HOMO level (eV) = -9.9821

natural (NBO) atomic charge list, values in e, 6 entries: number 1, C, carries -0.3057; number 2, C, carries -0.3228; number 3, C, carries 0.3907; number 4, O, carries -0.5172; number 5, H, carries 0.2039; number 6, H, carries 0.2261


It is b that is the most stable of them.